C4H9NO3S | ωB97M-V/def2-TZVPD

Summary:
**SMILES string**: CC=C=S(=O)(O)O.C=N
**Net charge**: 0
**Relative energy (zero: lowest compared OMol25 entry of this formula, charge and spin)**: 126.5 kcal/mol
**Frontier orbital gap**: 9.39 eV
**E_tot**: -836.264124 hartree

The geometry in XYZ format:
```
18
Properties=species:S:1:pos:R:3:forces:R:3
C 2.250659 -1.077708 0.744088 -1.3 -2.0 2.8
C 1.494743 0.136182 0.419144 -0.3 0.8 0.0
C 0.371451 0.300076 -0.289656 0.8 -1.0 -0.4
S -0.318867 -1.276141 -0.987734 -0.8 0.2 -1.6
O -1.702864 -1.271719 -0.620803 0.2 -0.7 0.2
O -0.237990 -1.146402 -2.616149 0.4 -1.7 1.6
O 0.287320 -2.751976 -1.137890 0.2 -1.2 1.1
H 2.987800 -0.861752 1.561913 0.0 -0.5 -1.5
H 2.437010 -1.777311 -0.052188 1.2 0.3 -0.6
H 1.538538 -1.792838 1.282258 0.5 1.0 -0.1
H 1.945426 0.978297 0.961120 -0.7 0.3 -0.6
H -0.364705 -0.248350 -2.737077 -0.5 3.4 -1.1
H -0.230655 -3.474714 -1.583182 0.1 1.3 0.4
C -2.083310 2.724239 1.395664 0.9 -3.4 0.0
N -2.316933 3.549279 0.530044 -0.3 2.8 -3.1
H -2.506750 2.921538 2.315106 -0.6 0.2 2.4
H -1.617212 1.730944 1.217311 0.1 0.6 0.2
H -1.933661 3.338354 -0.401969 -0.1 -0.2 0.5
```
Positions in Å, forces in eV/Å.

natural (NBO) atomic charge list, values in e, 4 entries: -0.69, -0.28, -0.38, 2.06